{
  "formula": "C38H71ClN4O23S2",
  "method": "ωB97M-V/def2-TZVPD",
  "lumo_ev": -0.25,
  "smiles": "CCN(CC)C(=S)SCCC[C@](Cl)(C#N)[C@@H](C#N)OCCNC[C@H](C)O.COC(=O)OC.COC(=O)OC.COC(=O)OC.COC(=O)OC.COC(=O)OC.COC(=O)OC.COC(=O)OC",
  "spin_multiplicity": 1,
  "symbols": ["C", "C", "N", "C", "C", "C", "S", "S", "C", "C", "C", "C", "Cl", "C", "N", "C", "C", "N", "O", "C", "C", "N", "C", "C", "C", "O", "H", "H", "H", "H", "H", "H", "H", "H", "H", "H", "H", "H", "H", "H", "H", "H", "H", "H", "H", "H", "H", "H", "H", "H", "H", "H", "H", "H", "H", "C", "O", "C", "O", "O", "C", "H", "H", "H", "H", "H", "H", "C", "O", "C", "O", "O", "C", "H", "H", "H", "H", "H", "H", "C", "O", "C", "O", "O", "C", "H", "H", "H", "H", "H", "H", "C", "O", "C", "O", "O", "C", "H", "H", "H", "H", "H", "H", "C", "O", "C", "O", "O", "C", "H", "H", "H", "H", "H", "H", "C", "O", "C", "O", "O", "C", "H", "H", "H", "H", "H", "H", "C", "O", "C", "O", "O", "C", "H", "H", "H", "H", "H", "H"],
  "positions_angstrom": [[-1.49515, -1.13329, -1.15871], [-2.71161, -0.41021, -1.75071], [-2.40538, 0.75438, -2.59690], [-1.39648, 0.45927, -3.61918], [-1.95968, -0.54030, -4.61902], [-2.17476, 1.91861, -1.91200], [-3.34324, 2.60004, -1.02641], [-0.61369, 2.84279, -2.00067], [0.55808, 2.29334, -0.72463], [0.85535, 3.49132, 0.16527], [2.00366, 3.32544, 1.14487], [3.39853, 3.43361, 0.52503], [3.48696, 4.62928, -0.78436], [3.87891, 2.15621, 0.02996], [4.27049, 1.18504, -0.34980], [4.44263, 3.82345, 1.58884], [4.50713, 5.25544, 1.83502], [4.64997, 6.33719, 2.03272], [4.20189, 3.13058, 2.77143], [5.29790, 2.28742, 3.11497], [5.01285, 1.52678, 4.41487], [5.21476, 0.11055, 4.18766], [5.89530, -0.59516, 5.25802], [6.57634, -1.87287, 4.71247], [7.02015, -1.70555, 3.26411], [5.58455, -2.89402, 4.70467], [-0.68823, -0.48751, -0.86244], [-1.14767, -1.88614, -1.84583], [-1.82303, -1.68532, -0.29448], [-3.35860, -0.15868, -0.93750], [-3.26886, -1.10973, -2.35274], [-1.24819, 1.37168, -4.16487], [-0.42732, 0.18376, -3.22937], [-1.59718, -0.35288, -5.60812], [-1.79754, -1.55642, -4.30432], [-3.02490, -0.37082, -4.65047], [1.46276, 2.02783, -1.24980], [0.27588, 1.41372, -0.17424], [0.94775, 4.37017, -0.44845], [-0.03874, 3.62862, 0.75426], [1.87660, 4.06384, 1.91698], [1.93129, 2.37774, 1.64973], [5.39967, 3.52426, 1.19510], [6.23637, 2.82166, 3.22520], [5.44521, 1.54955, 2.33878], [5.63159, 1.91178, 5.20111], [3.98836, 1.77320, 4.67861], [4.35646, -0.34203, 3.93166], [6.62068, 0.02667, 5.75659], [5.19449, -0.94632, 6.00531], [7.42563, -2.16284, 5.30244], [7.57763, -2.58983, 3.00807], [7.64546, -0.83208, 3.17490], [6.17557, -1.66604, 2.60251], [4.91528, -2.64474, 4.07121], [-6.69143, -0.83388, 1.35173], [-6.96049, -2.23091, 1.22459], [-5.86935, -2.97873, 1.15119], [-4.73490, -2.56774, 1.19165], [-6.25779, -4.24724, 1.02532], [-5.19696, -5.18932, 0.93592], [-7.64732, -0.32157, 1.39672], [-6.13692, -0.62559, 2.26418], [-6.14098, -0.47602, 0.48412], [-4.59605, -5.16895, 1.83641], [-4.58113, -4.99548, 0.05929], [-5.64366, -6.17405, 0.83744], [3.00846, -5.19824, -5.81718], [2.44087, -4.04055, -5.20221], [3.25030, -3.42833, -4.34046], [4.36666, -3.76605, -4.05961], [2.60251, -2.37681, -3.84530], [3.35212, -1.61579, -2.89600], [2.25646, -5.59985, -6.48932], [3.89275, -4.93336, -6.39264], [3.25328, -5.94977, -5.06971], [4.24953, -1.20491, -3.35249], [3.60804, -2.22365, -2.02997], [2.71760, -0.79501, -2.57232], [-3.48504, -10.95501, 2.41354], [-4.15568, -9.70592, 2.59480], [-5.07246, -9.71404, 3.56029], [-5.35890, -10.65043, 4.25298], [-5.61486, -8.50023, 3.62167], [-6.62515, -8.35746, 4.62282], [-2.77173, -10.81676, 1.60704], [-2.94849, -11.23771, 3.31647], [-4.19120, -11.73306, 2.13240], [-6.21274, -8.53604, 5.61335], [-7.45619, -9.03183, 4.42919], [-6.98146, -7.33338, 4.56785], [1.38146, -4.95669, 3.54989], [1.93122, -4.36250, 2.37532], [2.33463, -3.11902, 2.54535], [2.26888, -2.47742, 3.56095], [2.82723, -2.66574, 1.40147], [3.31504, -1.33539, 1.52297], [1.09759, -5.96477, 3.28474], [2.12504, -4.99606, 4.34352], [0.49852, -4.41262, 3.87927], [4.13268, -1.30373, 2.24217], [2.51742, -0.65485, 1.82176], [3.69282, -1.02816, 0.55455], [0.14305, -0.61759, 3.94486], [-0.30168, 0.74187, 3.83708], [-1.58028, 0.87183, 3.49150], [-2.34801, -0.02592, 3.27770], [-1.85763, 2.17222, 3.41412], [-3.20713, 2.46118, 3.03909], [1.18600, -0.59213, 4.22570], [-0.41550, -1.14816, 4.71319], [0.04873, -1.12583, 2.98756], [-3.90360, 2.06163, 3.77311], [-3.42529, 2.06129, 2.05043], [-3.30332, 3.54224, 3.01221], [-2.51321, 6.02771, -2.75643], [-2.46055, 7.23932, -1.99468], [-1.29683, 7.87042, -2.06191], [-0.32951, 7.51743, -2.68371], [-1.37997, 8.97034, -1.31598], [-0.18755, 9.75508, -1.29379], [-3.50066, 5.59729, -2.62458], [-2.35977, 6.23177, -3.81522], [-1.77415, 5.31683, -2.39548], [0.06145, 10.10521, -2.29335], [0.63974, 9.18656, -0.87411], [-0.38519, 10.61268, -0.65809], [-3.61584, 4.95645, -9.52429], [-2.42025, 5.69378, -9.26779], [-2.20073, 5.94576, -7.97952], [-2.90606, 5.61053, -7.06624], [-1.06732, 6.63136, -7.87955], [-0.71015, 6.97067, -6.53785], [-3.67768, 4.81863, -10.59934], [-3.57689, 3.98116, -9.04379], [-4.48932, 5.51055, -9.18744], [-0.55759, 6.07458, -5.94029], [-1.46988, 7.60487, -6.08579], [0.22289, 7.52324, -6.57904]],
  "forces_ev_per_angstrom": [[-0.6, -0.2, -0.4], [0.0, -0.5, 0.0], [1.9, -0.1, 0.6], [-0.7, 0.0, -1.0], [-0.3, 0.2, 0.8], [-0.3, 0.2, 0.8], [-0.5, 0.3, 0.6], [0.0, 0.2, -0.9], [0.6, 0.2, -0.3], [-0.8, -0.7, 0.5], [-0.3, 0.2, -0.7], [0.0, 0.3, 0.6], [0.1, 0.0, -0.4], [-1.9, 3.5, 0.9], [1.7, -4.2, -1.6], [0.0, -0.1, 0.1], [-0.6, -4.5, -0.8], [0.6, 5.3, 1.0], [0.1, -0.1, 0.3], [0.2, -0.6, 0.6], [-0.8, 0.3, -1.1], [0.7, 0.5, 0.6], [0.2, -1.0, -0.3], [-1.5, 0.9, -1.4], [0.6, -0.3, 0.9], [0.5, -0.9, 0.9], [0.3, 0.4, 0.1], [0.5, -0.1, -0.4], [-0.2, -0.1, 0.5], [-0.4, 0.7, 0.2], [-0.2, -0.3, -0.3], [0.2, 0.5, -0.1], [0.3, -0.3, 0.3], [0.5, -0.2, -0.5], [0.2, -0.5, -0.1], [-0.5, 0.0, -0.1], [0.3, -0.3, -0.4], [-0.5, -0.3, 0.3], [0.2, 0.4, -0.1], [-0.4, 0.3, 0.3], [0.3, 0.5, 0.3], [0.0, -0.5, 0.2], [0.6, 0.1, -0.3], [0.1, 0.6, -0.1], [0.0, -0.2, -0.4], [0.4, -0.1, 0.5], [-0.3, 0.0, 0.2], [-0.3, -0.1, 0.2], [0.3, 0.5, -0.1], [-0.1, 0.0, 0.5], [0.1, -0.4, 0.6], [0.4, -0.3, -0.2], [0.2, 0.4, -0.4], [-0.3, 0.3, -0.3], [-0.3, 0.1, -0.2], [-0.1, 0.3, 0.0], [-0.3, 0.3, 0.1], [0.3, 0.0, 0.0], [-0.2, -0.3, -0.1], [-0.1, 0.0, 0.0], [0.2, -0.3, -0.2], [-0.1, -0.2, 0.0], [0.1, -0.1, 0.0], [0.1, 0.0, 0.1], [0.2, 0.1, 0.1], [0.1, 0.1, 0.1], [-0.2, 0.1, 0.0], [0.0, -0.2, -0.1], [-0.1, -0.1, -0.1], [-0.2, 0.1, 0.0], [0.2, -0.1, 0.1], [-0.1, 0.1, 0.1], [0.0, 0.2, 0.2], [-0.1, 0.1, 0.0], [0.1, 0.0, 0.1], [0.1, 0.1, 0.0], [0.1, -0.1, 0.0], [0.1, -0.1, -0.1], [-0.1, -0.1, -0.1], [0.2, -0.1, -0.1], [0.1, 0.0, -0.1], [0.0, 0.2, -0.1], [-0.1, -0.2, 0.1], [-0.1, 0.2, 0.0], [-0.2, 0.1, 0.1], [0.0, 0.2, 0.0], [-0.1, -0.1, 0.1], [0.0, 0.0, 0.1], [0.0, -0.1, 0.0], [0.1, -0.1, 0.1], [0.1, 0.1, -0.1], [-0.1, -0.2, 0.3], [-0.1, -0.2, 0.0], [0.0, -0.2, -0.4], [0.2, -0.1, 0.6], [0.0, 0.0, -0.2], [0.3, 0.4, -0.3], [0.0, -0.1, -0.2], [0.0, 0.1, 0.0], [0.1, 0.1, 0.1], [-0.1, 0.1, -0.1], [0.0, 0.0, 0.1], [0.0, -0.2, -0.1], [0.0, 0.1, 0.1], [0.2, -0.1, 0.0], [0.0, 0.1, 0.0], [-0.1, -0.2, 0.0], [0.0, 0.1, 0.0], [-0.2, 0.2, -0.1], [0.0, 0.2, 0.0], [-0.1, 0.0, -0.1], [-0.1, 0.0, 0.0], [0.0, -0.1, 0.0], [0.0, -0.1, 0.0], [0.2, 0.0, 0.0], [-0.1, -0.3, -0.2], [-0.2, -0.1, 0.0], [-0.1, 0.0, 0.1], [0.2, -0.1, -0.2], [0.0, 0.2, 0.1], [0.1, 0.2, 0.1], [-0.1, 0.2, 0.2], [0.1, 0.0, 0.0], [0.1, 0.1, 0.0], [0.1, -0.1, 0.0], [0.0, -0.1, -0.1], [-0.2, 0.0, 0.0], [-0.2, -0.1, -0.2], [0.0, 0.0, -0.2], [0.1, 0.0, -0.1], [-0.1, -0.1, 0.2], [0.1, 0.1, 0.0], [0.2, 0.1, 0.3], [0.2, 0.1, 0.0], [0.0, 0.0, 0.1], [0.0, 0.0, 0.1], [-0.1, 0.0, 0.0], [-0.1, -0.1, 0.0], [0.0, 0.0, -0.2]],
  "lowdin_charge": [-0.0474, -0.2182, -0.1950, -0.2713, -0.0630, -1.0597, 0.6927, 0.8884, -0.4477, -0.2843, -0.1500, -0.7016, 0.8189, -0.2395, 0.2357, -0.3769, -0.1983, 0.2023, -0.0819, -0.1578, -0.1626, -0.0590, -0.1662, -0.3902, -0.0464, -0.0429, 0.0535, 0.0680, 0.0728, 0.0752, 0.1098, 0.0865, 0.1017, 0.0690, 0.0669, 0.0793, 0.0542, 0.0736, 0.0649, 0.1118, 0.1310, 0.1228, 0.1480, 0.1295, 0.1119, 0.1114, 0.1232, 0.0881, 0.1149, 0.1187, 0.1340, 0.0781, 0.0813, 0.0515, 0.0490, -0.0337, 0.0111, -0.6256, 0.1167, 0.0066, -0.0406, 0.0933, 0.0978, 0.0933, 0.0956, 0.0967, 0.0930, -0.0407, 0.0041, -0.6311, 0.1309, 0.0035, -0.0390, 0.0919, 0.0975, 0.0974, 0.1003, 0.0935, 0.0808, -0.0396, 0.0026, -0.6327, 0.1303, -0.0007, -0.0371, 0.0920, 0.0975, 0.0978, 0.0977, 0.0982, 0.0924, -0.0248, 0.0290, -0.6315, 0.0920, 0.0298, -0.0387, 0.0936, 0.1022, 0.0995, 0.0576, 0.0961, 0.0620, -0.0411, 0.0035, -0.6322, 0.1299, 0.0000, -0.0379, 0.0731, 0.1055, 0.0936, 0.0971, 0.0643, 0.0954, -0.0334, 0.0165, -0.6313, 0.1175, 0.0060, -0.0420, 0.0880, 0.0881, 0.0396, 0.0961, 0.0967, 0.0920, -0.0414, 0.0065, -0.6317, 0.1214, 0.0096, -0.0392, 0.0921, 0.0967, 0.0972, 0.0962, 0.0956, 0.0950]
}